{"formula": "C22H52O14S3", "method": "ωB97M-V with the def2-TZVPD basis set", "elements": ["C", "C", "C", "C", "C", "O", "C", "C", "O", "C", "C", "O", "C", "C", "C", "O", "O", "C", "H", "H", "H", "H", "H", "H", "H", "H", "H", "H", "H", "H", "H", "H", "H", "H", "H", "H", "H", "H", "H", "H", "H", "H", "H", "H", "H", "H", "C", "C", "O", "S", "C", "O", "O", "H", "H", "H", "H", "H", "H", "H", "H", "C", "C", "O", "S", "C", "O", "O", "H", "H", "H", "H", "H", "H", "H", "H", "C", "C", "O", "S", "C", "O", "O", "H", "H", "H", "H", "H", "H", "H", "H"], "positions_angstrom": [[-1.242, -0.748, 0.446], [-0.674, -2.199, 0.572], [0.582, -2.497, -0.318], [1.705, -1.397, -0.255], [2.589, -1.543, -1.551], [2.952, -0.333, -2.199], [1.842, 0.474, -2.547], [2.399, 1.601, -3.493], [2.313, 1.235, -4.865], [2.295, 2.400, -5.684], [0.898, 3.128, -5.661], [0.793, 3.894, -6.853], [0.947, 5.294, -6.632], [1.798, 5.897, -7.825], [0.632, -0.289, -3.158], [0.965, -1.217, -4.149], [-0.237, 0.693, -3.728], [-1.509, 0.125, -4.006], [-0.572, -0.078, 1.035], [-2.235, -0.706, 0.942], [-1.315, -0.388, -0.598], [-0.499, -2.507, 1.628], [-1.480, -2.885, 0.211], [1.039, -3.430, 0.089], [0.246, -2.739, -1.345], [2.342, -1.674, 0.618], [1.333, -0.377, -0.047], [2.126, -2.296, -2.232], [3.547, -2.014, -1.231], [1.459, 1.020, -1.649], [1.850, 2.528, -3.231], [3.475, 1.705, -3.234], [3.111, 3.111, -5.404], [2.481, 2.147, -6.749], [0.066, 2.397, -5.558], [0.860, 3.749, -4.735], [-0.057, 5.769, -6.614], [1.457, 5.549, -5.681], [2.720, 6.344, -7.412], [1.983, 5.057, -8.521], [1.187, 6.638, -8.384], [0.055, -0.740, -2.319], [1.029, -0.773, -4.999], [-1.867, -0.542, -3.186], [-1.485, -0.509, -4.924], [-2.258, 0.926, -4.141], [-0.266, -4.047, -5.692], [-1.028, -4.883, -6.703], [-1.949, -5.789, -6.075], [-3.285, -5.177, -5.417], [-4.108, -6.707, -5.100], [-4.006, -4.450, -6.423], [-2.950, -4.576, -4.155], [-0.932, -3.381, -5.143], [0.484, -3.429, -6.188], [0.229, -4.686, -4.959], [-1.554, -4.251, -7.422], [-0.325, -5.497, -7.266], [-4.340, -7.191, -6.045], [-5.024, -6.473, -4.561], [-3.466, -7.333, -4.484], [0.243, 2.642, 6.353], [1.735, 2.491, 6.123], [2.060, 1.290, 5.403], [1.709, 1.226, 3.833], [2.566, -0.274, 3.461], [2.363, 2.317, 3.165], [0.301, 0.983, 3.680], [-0.293, 2.768, 5.412], [0.035, 3.514, 6.973], [-0.161, 1.758, 6.840], [2.146, 3.362, 5.605], [2.242, 2.420, 7.085], [3.634, -0.123, 3.601], [2.354, -0.518, 2.421], [2.194, -1.065, 4.108], [-3.278, 2.173, 12.162], [-1.791, 1.992, 11.919], [-1.499, 0.781, 11.206], [-1.867, 0.716, 9.639], [-1.045, -0.803, 9.269], [-1.199, 1.791, 8.960], [-3.281, 0.506, 9.500], [-3.821, 2.303, 11.227], [-3.462, 3.055, 12.778], [-3.695, 1.297, 12.661], [-1.369, 2.851, 11.392], [-1.276, 1.917, 12.878], [0.027, -0.671, 9.400], [-1.271, -1.046, 8.233], [-1.429, -1.581, 9.925]], "lowdin_charge": [-0.10, -0.25, -0.21, -0.16, -0.20, -0.09, -0.23, -0.13, -0.14, -0.17, -0.19, -0.17, -0.26, -0.06, -0.36, 0.02, -0.15, -0.08, 0.06, 0.08, 0.06, 0.10, 0.10, 0.11, 0.10, 0.10, 0.09, 0.11, 0.13, 0.15, 0.13, 0.14, 0.13, 0.13, 0.12, 0.11, 0.11, 0.11, 0.07, 0.07, 0.07, 0.13, 0.11, 0.10, 0.09, 0.10, -0.08, -0.26, -0.27, 0.59, -0.12, -0.28, -0.28, 0.06, 0.08, 0.09, 0.12, 0.12, 0.07, 0.08, 0.07, -0.08, -0.25, -0.27, 0.59, -0.11, -0.28, -0.29, 0.07, 0.08, 0.06, 0.12, 0.12, 0.08, 0.04, 0.08, -0.08, -0.26, -0.26, 0.60, -0.12, -0.28, -0.28, 0.07, 0.08, 0.09, 0.12, 0.12, 0.07, 0.08, 0.08], "smiles": "CCCCCO[C@@H](COCCOCC)[C@H](O)OC.CCOS(C)(=O)=O.CCOS(C)(=O)=O.CCOS(C)(=O)=O", "max_force_ev_per_a": 1.546}

{"formula": "C22H53NO12S", "method": "ωB97M-V with the def2-TZVPD basis set", "elements": ["C", "C", "O", "N", "C", "C", "C", "C", "O", "S", "O", "O", "H", "H", "H", "H", "H", "H", "H", "H", "H", "H", "H", "H", "H", "C", "O", "C", "C", "O", "C", "H", "H", "H", "H", "H", "H", "H", "H", "H", "H", "C", "O", "C", "C", "O", "C", "H", "H", "H", "H", "H", "H", "H", "H", "H", "H", "C", "O", "C", "C", "O", "C", "H", "H", "H", "H", "H", "H", "H", "H", "H", "H", "C", "O", "C", "C", "O", "C", "H", "H", "H", "H", "H", "H", "H", "H", "H", "H"], "positions_angstrom": [[1.056, 1.882, -1.267], [2.131, 0.902, -1.721], [1.824, -0.180, -2.115], [3.422, 1.364, -1.682], [4.420, 0.424, -1.162], [4.730, 0.534, 0.351], [3.691, 1.269, 1.195], [3.924, 2.785, 1.322], [4.964, 3.255, 0.407], [4.575, 4.782, -0.087], [5.741, 5.295, -0.712], [3.501, 4.490, -1.297], [0.356, 1.395, -0.599], [0.571, 2.363, -2.109], [1.526, 2.690, -0.708], [3.487, 2.287, -1.280], [5.348, 0.631, -1.691], [4.155, -0.580, -1.456], [4.774, -0.482, 0.736], [5.721, 0.936, 0.510], [2.666, 1.094, 0.889], [3.772, 0.868, 2.201], [4.223, 3.079, 2.319], [2.995, 3.285, 1.052], [3.982, 4.293, -2.124], [0.872, 0.744, -7.367], [-0.468, 1.103, -7.075], [-1.396, 0.060, -7.332], [-1.749, -0.715, -6.077], [-0.631, -1.396, -5.536], [-0.001, -0.687, -4.476], [1.526, 1.438, -6.839], [1.106, -0.271, -7.042], [1.059, 0.832, -8.443], [-1.011, -0.613, -8.104], [-2.306, 0.529, -7.719], [-2.492, -1.476, -6.339], [-2.196, -0.053, -5.328], [-0.555, -0.842, -3.545], [0.067, 0.383, -4.680], [1.003, -1.083, -4.352], [-3.574, 5.036, -2.591], [-3.945, 5.517, -1.309], [-4.058, 4.491, -0.336], [-2.809, 4.366, 0.514], [-1.678, 3.975, -0.250], [-0.864, 5.072, -0.633], [-3.185, 5.877, -3.164], [-2.802, 4.266, -2.535], [-4.450, 4.632, -3.109], [-4.296, 3.535, -0.813], [-4.896, 4.757, 0.315], [-2.976, 3.586, 1.263], [-2.608, 5.302, 1.045], [-0.214, 5.359, 0.202], [-1.451, 5.937, -0.944], [-0.240, 4.756, -1.469], [-1.010, -3.363, 2.291], [-0.831, -3.081, 0.911], [-0.214, -1.826, 0.671], [1.276, -1.955, 0.427], [1.966, -2.448, 1.571], [2.210, -3.843, 1.518], [-1.159, -4.435, 2.401], [-0.143, -3.069, 2.888], [-1.898, -2.845, 2.667], [-0.411, -1.138, 1.501], [-0.676, -1.409, -0.229], [1.678, -0.963, 0.216], [1.474, -2.586, -0.443], [3.087, -4.047, 0.893], [1.354, -4.395, 1.126], [2.414, -4.187, 2.531], [-4.014, -4.193, 7.772], [-3.518, -5.496, 7.517], [-3.754, -5.936, 6.189], [-2.545, -5.735, 5.295], [-2.217, -4.363, 5.135], [-1.183, -3.934, 6.006], [-3.511, -3.811, 8.660], [-3.824, -3.510, 6.943], [-5.091, -4.232, 7.968], [-4.631, -5.433, 5.768], [-3.974, -7.006, 6.239], [-2.781, -6.126, 4.301], [-1.685, -6.293, 5.679], [-0.207, -4.222, 5.599], [-1.290, -4.349, 7.009], [-1.228, -2.848, 6.070]], "lowdin_charge": [0.02, -0.55, 0.06, 0.07, -0.15, -0.15, -0.15, -0.22, -0.35, 0.90, -0.38, -0.28, 0.09, 0.09, 0.05, 0.06, 0.11, 0.11, 0.11, 0.10, 0.09, 0.11, 0.12, 0.08, 0.09, -0.11, -0.19, -0.21, -0.21, -0.19, -0.12, 0.09, 0.08, 0.09, 0.13, 0.12, 0.12, 0.13, 0.09, 0.08, 0.08, -0.11, -0.19, -0.20, -0.20, -0.20, -0.11, 0.09, 0.08, 0.09, 0.13, 0.13, 0.13, 0.13, 0.09, 0.09, 0.08, -0.11, -0.18, -0.20, -0.20, -0.20, -0.11, 0.09, 0.08, 0.09, 0.13, 0.12, 0.09, 0.13, 0.09, 0.08, 0.09, -0.11, -0.19, -0.20, -0.20, -0.21, -0.11, 0.09, 0.08, 0.09, 0.13, 0.13, 0.13, 0.13, 0.09, 0.08, 0.09], "relative_energy_ev": 0.256, "max_force_ev_per_a": 1.960}

{"formula": "C22H54N5O6S", "method": "ωB97M-V with the def2-TZVPD basis set", "elements": ["C", "C", "S", "N", "C", "C", "N", "H", "H", "H", "H", "H", "H", "H", "H", "H", "C", "O", "C", "C", "N", "C", "C", "O", "C", "H", "H", "H", "H", "H", "H", "H", "H", "H", "H", "H", "H", "H", "H", "H", "C", "O", "C", "C", "N", "C", "C", "O", "C", "H", "H", "H", "H", "H", "H", "H", "H", "H", "H", "H", "H", "H", "H", "H", "C", "O", "C", "C", "N", "C", "C", "O", "C", "H", "H", "H", "H", "H", "H", "H", "H", "H", "H", "H", "H", "H", "H", "H"], "positions_angstrom": [[12.371, 3.943, 1.931], [11.960, 3.405, 0.734], [10.477, 3.949, -0.014], [10.387, 5.575, 0.333], [9.006, 3.232, 0.824], [8.487, 4.125, 1.938], [7.251, 4.062, 2.180], [13.257, 4.569, 1.987], [11.829, 3.775, 2.860], [12.534, 2.620, 0.257], [11.275, 5.973, 0.603], [9.935, 6.082, -0.419], [8.203, 3.172, 0.093], [9.263, 2.244, 1.195], [9.156, 4.778, 2.495], [7.015, 4.689, 2.949], [1.365, 0.169, -2.013], [1.998, 1.436, -1.973], [1.465, 2.310, -0.985], [2.488, 2.572, 0.099], [2.708, 1.382, 0.913], [3.836, 1.488, 1.831], [5.230, 1.612, 1.227], [5.667, 0.454, 0.531], [5.286, 0.387, -0.833], [1.762, -0.377, -2.866], [1.572, -0.407, -1.105], [0.283, 0.276, -2.138], [0.534, 1.921, -0.565], [1.235, 3.257, -1.482], [2.133, 3.382, 0.742], [3.412, 2.905, -0.395], [2.866, 0.592, 0.301], [3.825, 0.589, 2.452], [3.665, 2.336, 2.502], [5.931, 1.737, 2.054], [5.338, 2.504, 0.600], [5.219, 1.378, -1.289], [4.335, -0.137, -0.957], [6.047, -0.190, -1.361], [-6.394, -2.263, -2.519], [-5.364, -2.477, -3.465], [-5.631, -1.930, -4.751], [-4.672, -0.795, -5.037], [-4.969, 0.358, -4.196], [-3.956, 1.407, -4.240], [-2.574, 1.072, -3.688], [-2.551, 0.842, -2.289], [-2.828, -0.496, -1.900], [-6.128, -2.810, -1.615], [-6.489, -1.201, -2.269], [-7.352, -2.642, -2.887], [-6.670, -1.604, -4.845], [-5.463, -2.725, -5.483], [-4.755, -0.503, -6.088], [-3.655, -1.175, -4.866], [-5.063, 0.048, -3.238], [-4.346, 2.250, -3.663], [-3.852, 1.754, -5.273], [-1.940, 1.948, -3.854], [-2.096, 0.244, -4.225], [-2.486, -1.223, -2.640], [-3.894, -0.641, -1.707], [-2.303, -0.685, -0.962], [-8.284, -2.632, 3.576], [-7.041, -2.454, 4.228], [-6.580, -3.611, 4.918], [-5.335, -4.166, 4.261], [-5.646, -4.759, 2.967], [-4.473, -5.119, 2.176], [-3.569, -3.988, 1.694], [-4.176, -3.128, 0.747], [-4.912, -2.047, 1.291], [-8.589, -1.664, 3.181], [-8.207, -3.339, 2.743], [-9.050, -2.979, 4.276], [-7.361, -4.373, 4.988], [-6.328, -3.298, 5.935], [-4.898, -4.931, 4.909], [-4.615, -3.341, 4.170], [-6.204, -4.105, 2.433], [-4.836, -5.648, 1.292], [-3.871, -5.833, 2.746], [-2.725, -4.450, 1.175], [-3.141, -3.411, 2.522], [-4.495, -1.697, 2.238], [-5.962, -2.320, 1.427], [-4.876, -1.228, 0.572]], "lowdin_charge": [0.06, -0.34, 1.11, -0.18, -0.28, -0.28, 0.14, 0.09, 0.09, 0.10, 0.07, 0.08, 0.09, 0.11, 0.10, 0.08, -0.10, -0.20, -0.21, -0.22, -0.05, -0.20, -0.25, -0.19, -0.10, 0.09, 0.08, 0.08, 0.13, 0.12, 0.12, 0.10, 0.07, 0.12, 0.12, 0.10, 0.09, 0.09, 0.07, 0.09, -0.11, -0.19, -0.22, -0.22, -0.05, -0.20, -0.23, -0.19, -0.10, 0.08, 0.08, 0.09, 0.12, 0.12, 0.12, 0.11, 0.07, 0.12, 0.12, 0.12, 0.11, 0.09, 0.06, 0.09, -0.12, -0.20, -0.22, -0.22, -0.05, -0.20, -0.23, -0.19, -0.10, 0.09, 0.08, 0.09, 0.12, 0.12, 0.12, 0.11, 0.07, 0.12, 0.12, 0.12, 0.11, 0.09, 0.07, 0.08], "relative_energy_ev": 0.000, "charge": 1, "max_force_ev_per_a": 2.084}

| no. | DFT total energy (Eh) |
| --- | --- |
| 1 | -3117.2199 |
| 2 | -2225.6548 |
| 3 | -1993.4637 |